72
Properties=species:S:1:pos:R:3:lowdin_charge:R:1 method="wB97M-V/def2-TZVPD" homo_lumo_gap_ev="6.514 / 5.414" spin_multiplicity=5 e_above_lowest_kj_mol=37.4 e_homo_ev="-6.094 / -7.625" s2=6.044 fmax_ev_per_a=0.41 e_tot_ha=-5327.1285
Rh -0.029 0.021 0.424 0.482
C 3.928 -3.233 2.845 -0.088
C 2.505 -3.467 3.335 -0.278
N 1.552 -3.604 2.248 -0.019
C 1.015 -2.565 1.573 -0.737
S 1.189 -0.946 2.143 0.641
N 0.347 -2.910 0.460 0.029
N -0.189 -1.884 -0.160 -0.165
C -0.922 -2.107 -1.340 -0.210
C -1.036 -3.465 -1.939 -0.030
C -1.493 -0.964 -1.886 -0.241
C -2.295 -1.000 -3.060 -0.009
C -2.892 0.138 -3.519 -0.059
C -2.709 1.337 -2.813 -0.039
C -1.898 1.343 -1.692 -0.193
N -1.275 0.252 -1.237 -0.073
H 4.603 -3.100 3.692 0.074
H 3.973 -2.336 2.227 0.061
H 4.283 -4.080 2.256 0.073
H 2.178 -2.638 3.962 0.081
H 2.444 -4.373 3.939 0.114
H 1.515 -4.482 1.754 0.139
H -0.518 -4.188 -1.317 0.063
H -0.598 -3.482 -2.940 0.094
H -2.082 -3.766 -2.030 0.090
H -2.423 -1.940 -3.577 0.109
H -3.501 0.116 -4.413 0.110
H -3.170 2.258 -3.136 0.110
H -1.715 2.249 -1.111 0.063
F 2.243 0.533 -1.241 -0.561
Te 1.316 1.910 -2.267 1.911
F 2.765 3.808 -0.946 -0.251
F 0.771 0.497 -3.347 -0.418
F 2.974 2.057 -3.092 -0.423
F 0.745 3.057 -3.711 -0.526
O -1.170 3.260 0.580 -0.738
N -4.798 -1.678 2.930 0.130
N -3.881 -0.773 2.412 -0.293
N -4.228 0.435 2.040 0.139
C -3.081 0.887 1.542 -0.208
N -2.114 -0.034 1.631 -0.056
N -2.647 -1.102 2.184 0.095
H -5.468 -1.137 3.466 0.096
H -4.283 -2.297 3.546 0.096
H -2.917 1.881 1.150 0.089
C 3.797 2.290 1.200 -0.171
Si 3.896 3.871 0.240 0.379
C 5.531 4.026 -0.623 -0.161
C 3.513 5.378 1.271 -0.148
As 0.098 2.341 1.235 0.791
Si -0.105 2.731 3.565 0.304
C -1.291 1.523 4.387 -0.227
C -0.735 4.483 3.703 -0.225
C 1.577 2.518 4.371 -0.228
H 4.740 2.245 1.760 0.044
H 3.737 1.404 0.567 0.024
H 2.977 2.261 1.915 -0.027
H 6.360 4.143 0.077 0.035
H 5.539 4.883 -1.299 0.037
H 5.718 3.130 -1.219 0.037
H 4.432 5.882 1.576 0.033
H 2.949 5.130 2.170 0.016
H 2.919 6.088 0.692 0.038
H -2.330 1.784 4.171 0.019
H -1.155 1.543 5.471 0.030
H -1.111 0.504 4.039 -0.005
H -1.613 4.605 3.066 0.022
H 0.016 5.195 3.359 0.025
H -1.001 4.730 4.734 0.029
H 1.941 1.493 4.258 0.016
H 1.504 2.727 5.442 0.031
H 2.323 3.191 3.948 0.008